# 1
Density functional theory data (ωB97M-V with the def2-TZVPD basis set) for 3 unconnected molecules or ions with the total composition C5H12N2O2 at a distorted geometry.

```
21
Properties=species:S:1:pos:R:3:forces:R:3:nbo_charge:R:1
C 2.267 -1.726 -0.445 3.340 -1.255 2.701 -0.7293
C 2.222 -0.254 0.053 -1.673 0.201 -0.860 0.6855
C 0.691 1.654 0.247 -0.005 1.284 0.970 -0.4915
C -2.648 -0.212 0.055 -0.836 -0.439 1.906 0.6435
C -1.858 0.855 -0.543 -2.022 2.490 -0.907 -0.7238
H 1.498 -1.983 -1.129 -0.268 0.171 -1.252 0.2202
H 2.022 -2.480 0.421 0.690 1.642 -1.090 0.2410
H 3.395 -2.000 -0.753 -2.830 0.596 0.335 0.2591
H 0.369 -0.280 -0.702 -1.583 -1.168 -1.137 0.3787
H 1.724 1.917 0.552 -0.728 0.964 -0.714 0.2686
H 0.110 2.388 -0.546 2.032 -1.836 2.275 0.2230
H 0.181 1.667 1.340 0.440 -0.379 -2.744 0.2156
H -2.576 -1.374 1.616 0.877 -0.571 -0.134 0.3929
H -0.588 -1.185 0.808 -5.386 1.653 1.411 0.3593
H -2.084 0.812 -1.546 -0.298 -0.054 -2.839 0.2300
H -0.830 0.791 -0.436 0.075 -0.365 0.377 0.2200
H -2.152 1.939 -0.340 0.018 -1.625 0.535 0.2514
N 1.005 0.318 -0.302 1.796 1.451 1.647 -0.6526
N -1.953 -0.735 1.115 4.408 -2.182 -0.094 -0.8091
O 3.019 0.438 0.641 1.078 -1.371 0.129 -0.5983
O -3.815 -0.549 -0.107 0.878 0.791 -0.517 -0.5842
```
Forces are in eV/Å.

Output
- HOMO level: -9.986 eV
- Orbital gap: 9.7 eV
- DFT total energy: -457.56444 a.u.
- Molar mass: 132.2 g/mol
- Relative energy (zero: lowest compared OMol25 entry of this formula, charge and spin): 484.4 kJ/mol

=====

# 2
Density functional theory data (ωB97M-V with the def2-TZVPD basis set) for a molecular structure, C5H12N2O2 at a distorted geometry.

```
21
Properties=species:S:1:pos:R:3:forces:R:3:nbo_charge:R:1
C 0.313 -1.126 2.123 1.235 0.155 -0.216 -0.7167
C 0.081 -0.088 1.052 -3.863 -0.109 -0.247 0.6787
N 2.401 0.450 0.067 -0.393 0.076 -1.283 -0.4825
O 1.355 -0.399 -0.416 -1.236 -0.849 0.719 -0.5087
O -0.078 1.101 1.338 1.048 -0.999 -0.663 -0.6815
H 3.181 0.203 -0.540 0.003 0.423 -0.022 0.3434
H 2.115 1.414 -0.121 0.198 -0.033 0.103 0.3413
H 1.002 -0.715 2.864 -0.070 -0.059 0.008 0.2337
H 0.750 -2.033 1.707 -0.130 -0.043 0.023 0.2237
H -0.630 -1.353 2.625 -0.055 0.095 -0.225 0.2291
C -0.234 1.129 -1.892 -0.116 0.232 -0.175 -0.6847
N -2.288 0.035 -0.044 0.157 -0.029 -0.225 -0.8352
C -1.012 -0.641 -0.201 1.083 0.831 2.559 -0.2106
C -0.170 -0.251 -1.330 2.067 0.668 -0.053 0.1922
H -2.832 -0.435 0.673 0.057 -0.003 -0.148 0.3654
H -2.114 0.977 0.311 0.090 -0.162 -0.063 0.3782
H -1.093 -1.720 -0.083 -0.171 0.075 -0.200 0.2029
H 0.047 -1.046 -2.036 0.175 0.163 -0.065 0.2133
H -1.264 1.390 -2.156 0.032 -0.174 -0.005 0.2495
H 0.080 1.876 -1.158 -0.063 -0.182 0.099 0.2455
H 0.389 1.233 -2.782 -0.049 -0.074 0.081 0.2230
```
Forces are in eV/Å.

Output
- HOMO level: -8.202 eV
- Orbital gap: 9.0 eV
- DFT total energy: -457.55349 a.u.
- Molar mass: 132.2 g/mol
- Relative energy (zero: lowest compared OMol25 entry of this formula, charge and spin): 513.1 kJ/mol

=====

# 3
Density functional theory data (ωB97M-V with the def2-TZVPD basis set) for 2 unconnected molecules or ions with the total composition C5H12N2O3 at a distorted geometry.

```
22
Properties=species:S:1:pos:R:3:forces:R:3:nbo_charge:R:1
C -0.825 -1.759 -0.516 -0.070 -0.238 0.539 -0.4092
N 0.118 -0.708 -0.178 1.826 0.199 1.578 -0.5331
C 1.021 -0.814 1.082 -4.088 -1.017 1.033 0.8368
O 1.080 -1.774 1.845 0.638 1.134 -2.259 -0.5985
N 1.237 0.482 1.454 0.551 0.166 -0.752 -0.6386
C 0.914 1.430 0.400 0.357 0.021 -0.127 -0.2139
C -0.200 0.709 -0.384 -0.150 -0.189 0.222 -0.0667
C -1.570 1.126 0.142 0.072 0.323 0.379 -0.0773
O -2.573 0.657 -0.733 -0.066 -0.123 -0.207 -0.7235
H -0.337 -2.730 -0.371 0.014 0.258 -0.094 0.2291
H -1.714 -1.750 0.130 0.073 0.039 -0.242 0.1924
H -1.126 -1.650 -1.566 0.015 -0.031 0.301 0.2093
H 1.952 0.669 2.142 -0.064 -0.069 -0.147 0.4145
H 1.779 1.625 -0.252 -0.138 0.015 0.107 0.1840
H 0.589 2.388 0.822 -0.020 -0.248 -0.107 0.2091
H -0.150 0.948 -1.457 -0.063 0.031 0.215 0.2073
H -1.712 0.736 1.165 0.094 0.035 -0.221 0.1740
H -1.595 2.227 0.200 0.014 -0.196 -0.044 0.1632
H -3.430 0.970 -0.431 0.002 -0.015 0.020 0.4760
O 2.502 -1.286 -1.020 -3.329 1.488 -1.594 -0.9586
H 1.418 -1.148 -1.214 3.274 -1.206 1.253 0.4845
H 2.623 -0.348 -1.261 1.058 -0.378 0.149 0.4393
```
Forces are in eV/Å.

Output
- HOMO level: -9.051 eV
- Orbital gap: 9.6 eV
- DFT total energy: -532.91870 a.u.
- Molar mass: 148.2 g/mol
- Relative energy (zero: lowest compared OMol25 entry of this formula, charge and spin): 197.7 kJ/mol
- SMILES: CN1C(=O)NC[C@@H]1CO.O

=====

# 4
Density functional theory data (ωB97M-V with the def2-TZVPD basis set) for 2 unconnected molecules or ions with the total composition C5H12N2O3 at a distorted geometry.

```
22
Properties=species:S:1:pos:R:3:forces:R:3:nbo_charge:R:1
C 0.656 0.435 -2.122 0.640 -0.450 0.593 -0.7343
C -0.126 1.031 -0.990 -2.537 1.832 -1.341 0.8068
O 0.101 2.087 -0.427 -0.238 -2.059 -0.180 -0.5928
O -1.462 0.453 -1.008 1.906 1.419 0.771 -0.4178
N -2.384 1.221 -0.175 0.609 -0.032 -0.434 -0.5300
H 1.687 0.789 -2.063 -0.159 -0.056 -0.001 0.2383
H 0.225 0.772 -3.067 -0.152 -0.018 0.206 0.2534
H 0.638 -0.653 -2.073 -0.078 0.036 -0.072 0.2692
H -1.826 2.051 0.070 -0.205 -0.102 0.025 0.3641
H -3.064 1.543 -0.863 0.021 -0.049 0.065 0.3505
C 2.194 -0.501 0.716 -0.032 0.389 -0.209 -0.6283
C 0.838 -0.538 1.399 -1.800 -1.601 0.070 -0.5159
C -0.485 -1.322 0.698 3.033 0.455 1.154 0.7112
N -1.605 -1.149 1.442 -0.702 0.271 -0.132 -0.8292
O -0.319 -2.172 -0.147 -0.199 0.293 -0.004 -0.6283
H 2.339 -1.339 0.028 -0.148 0.174 -0.028 0.2272
H 2.996 -0.554 1.458 -0.203 -0.113 0.037 0.2168
H 2.350 0.460 0.219 -0.028 -0.228 -0.286 0.2055
H 0.933 -1.236 2.237 -0.046 0.061 0.107 0.2266
H 0.546 0.405 1.866 -0.044 0.074 -0.322 0.2124
H -1.803 -0.206 1.764 0.216 -0.284 -0.039 0.4012
H -2.431 -1.577 1.038 0.146 -0.015 0.019 0.3935
```
Forces are in eV/Å.

Output
- HOMO level: -9.454 eV
- Orbital gap: 10.2 eV
- DFT total energy: -532.90015 a.u.
- Molar mass: 148.2 g/mol
- Relative energy (zero: lowest compared OMol25 entry of this formula, charge and spin): 246.4 kJ/mol
- SMILES: CC(=O)ON.CCC(N)=O

=====

# 5
Density functional theory data (ωB97M-V with the def2-TZVPD basis set) for 2 unconnected molecules or ions with the total composition C5H12N2O3Si at a distorted geometry.

```
23
Properties=species:S:1:pos:R:3:forces:R:3:nbo_charge:R:1
C 0.961 1.555 -1.438 -2.743 0.427 3.558 -0.2628
N 0.760 0.340 -0.991 0.194 -0.500 0.776 0.3734
O 1.007 -0.701 -1.560 0.185 -0.822 -1.096 -0.4534
O 0.435 0.113 0.422 1.677 2.083 -0.554 -0.7445
Si -0.879 -0.789 0.893 -0.966 -0.918 -1.645 1.8562
C -0.965 -2.403 -0.055 1.470 1.975 0.432 -1.1188
C -0.863 -1.318 2.677 -0.015 -0.039 1.998 -1.1637
C -2.296 0.141 0.094 -2.286 -2.052 1.914 -1.1417
H 0.574 2.318 -0.721 0.691 -0.552 -0.875 0.2255
H 0.983 1.746 -2.467 0.192 -0.252 -1.126 0.2311
H 0.002 -2.793 -0.230 1.225 -0.394 -0.187 0.2492
H -1.362 -2.974 0.710 -1.754 -1.931 0.772 0.2189
H -1.420 -2.257 -0.998 -0.987 -0.403 -0.671 0.2361
H -1.911 -1.437 3.065 0.628 0.921 -0.339 0.2572
H -0.634 -2.401 2.735 0.735 0.559 -0.292 0.2519
H -0.227 -0.765 3.465 -1.105 -0.800 -1.350 0.2625
H -3.329 -0.133 0.552 1.619 0.323 -0.501 0.2394
H -2.229 1.186 0.203 0.136 1.347 -0.564 0.2362
H -2.360 -0.326 -0.889 0.176 0.858 -0.322 0.2461
C 3.169 2.142 -1.571 0.911 -0.270 0.087 -0.0840
N 3.399 3.187 -1.127 0.421 -0.494 -0.835 0.2153
O 3.580 4.295 -0.759 -0.143 1.191 0.789 -0.3856
H 3.604 1.272 -2.009 -0.259 -0.256 0.029 0.2553
```
Forces are in eV/Å.

Output
- HOMO level: -8.552 eV
- Orbital gap: 8.8 eV
- DFT total energy: -822.20959 a.u.
- Molar mass: 176.2 g/mol
- Relative energy (zero: lowest compared OMol25 entry of this formula, charge and spin): 303.2 kJ/mol
- SMILES: C=[N+]([O-])O[Si](C)(C)C.C#[N+][O-]

=====

# 6
Density functional theory data (ωB97M-V with the def2-TZVPD basis set) for 2 unconnected molecules or ions with the total composition C5H12N2O4S at a distorted geometry.

```
24
Properties=species:S:1:pos:R:3:forces:R:3:nbo_charge:R:1
C 1.954 -0.636 -0.780 0.050 -0.348 -0.226 0.7548
C -0.053 -2.836 -0.085 0.101 -0.446 -0.450 -0.4303
C -0.638 -1.469 1.891 -0.220 0.263 0.410 -0.4276
C -1.153 3.191 -1.188 0.310 -0.424 0.582 -0.8614
C 0.911 -0.644 0.312 -0.897 0.753 -0.080 0.1686
N -0.340 0.650 -0.866 0.968 -0.315 0.372 -1.1339
N 0.196 -1.667 0.721 0.616 0.378 -0.228 -0.3430
O 2.429 0.551 -1.057 0.254 0.375 0.102 -0.6626
O 2.351 -1.647 -1.303 -0.003 0.090 0.070 -0.5767
O 0.987 2.394 0.181 0.349 0.308 0.006 -1.0054
O -1.223 1.907 1.148 -0.047 0.313 -0.070 -0.9804
S -0.400 2.010 -0.038 -0.995 -0.541 -0.553 2.2842
H -1.038 -2.774 -0.553 -0.094 0.016 0.033 0.1988
H 0.710 -2.910 -0.855 -0.108 -0.051 0.089 0.2657
H -0.017 -3.722 0.550 -0.025 0.031 -0.027 0.2102
H -1.239 -0.561 1.784 -0.002 -0.066 -0.058 0.2404
H -1.294 -2.325 2.028 0.059 -0.020 -0.047 0.2161
H -0.016 -1.353 2.777 0.003 -0.043 0.056 0.2172
H -0.351 3.738 -1.660 0.135 0.112 -0.128 0.2489
H -1.704 2.616 -1.922 -0.085 -0.022 -0.049 0.2419
H -1.810 3.841 -0.630 -0.114 0.224 0.148 0.2438
H 1.039 0.149 1.039 0.037 -0.130 0.136 0.2366
H -1.237 0.193 -0.883 -0.461 -0.047 0.073 0.3690
H 1.936 1.304 -0.610 0.166 -0.408 -0.161 0.5250
```
Forces are in eV/Å.

Output
- HOMO level: -9.462 eV
- Orbital gap: 9.5 eV
- DFT total energy: -1006.33341 a.u.
- Molar mass: 196.2 g/mol
- Relative energy (zero: lowest compared OMol25 entry of this formula, charge and spin): 0.0 kJ/mol

=====

Copy entry 4 word for word.
Density functional theory data (ωB97M-V with the def2-TZVPD basis set) for 2 unconnected molecules or ions with the total composition C5H12N2O3 at a distorted geometry.

```
22
Properties=species:S:1:pos:R:3:forces:R:3:nbo_charge:R:1
C 0.656 0.435 -2.122 0.640 -0.450 0.593 -0.7343
C -0.126 1.031 -0.990 -2.537 1.832 -1.341 0.8068
O 0.101 2.087 -0.427 -0.238 -2.059 -0.180 -0.5928
O -1.462 0.453 -1.008 1.906 1.419 0.771 -0.4178
N -2.384 1.221 -0.175 0.609 -0.032 -0.434 -0.5300
H 1.687 0.789 -2.063 -0.159 -0.056 -0.001 0.2383
H 0.225 0.772 -3.067 -0.152 -0.018 0.206 0.2534
H 0.638 -0.653 -2.073 -0.078 0.036 -0.072 0.2692
H -1.826 2.051 0.070 -0.205 -0.102 0.025 0.3641
H -3.064 1.543 -0.863 0.021 -0.049 0.065 0.3505
C 2.194 -0.501 0.716 -0.032 0.389 -0.209 -0.6283
C 0.838 -0.538 1.399 -1.800 -1.601 0.070 -0.5159
C -0.485 -1.322 0.698 3.033 0.455 1.154 0.7112
N -1.605 -1.149 1.442 -0.702 0.271 -0.132 -0.8292
O -0.319 -2.172 -0.147 -0.199 0.293 -0.004 -0.6283
H 2.339 -1.339 0.028 -0.148 0.174 -0.028 0.2272
H 2.996 -0.554 1.458 -0.203 -0.113 0.037 0.2168
H 2.350 0.460 0.219 -0.028 -0.228 -0.286 0.2055
H 0.933 -1.236 2.237 -0.046 0.061 0.107 0.2266
H 0.546 0.405 1.866 -0.044 0.074 -0.322 0.2124
H -1.803 -0.206 1.764 0.216 -0.284 -0.039 0.4012
H -2.431 -1.577 1.038 0.146 -0.015 0.019 0.3935
```
Forces are in eV/Å.

Output
- HOMO level: -9.454 eV
- Orbital gap: 10.2 eV
- DFT total energy: -532.90015 a.u.
- Molar mass: 148.2 g/mol
- Relative energy (zero: lowest compared OMol25 entry of this formula, charge and spin): 246.4 kJ/mol
- SMILES: CC(=O)ON.CCC(N)=O

=====

Question: Number 1 is which compound?
Answer: C5H12N2O2

=====

Question: Which formula does entry 6 have?
Answer: C5H12N2O4S